[1]
DFT (ωB97M-V/def2-TZVPD) results for B3CsH12 as an isolated structure.

Structure (XYZ):
```
16
Properties=species:S:1:pos:R:3
Cs 1.87 -1.30 0.18
B 0.42 0.93 4.32
B -0.76 -3.42 -3.45
B -0.04 2.75 -0.89
H 0.67 0.15 5.02
H -0.37 -4.39 -3.18
H 0.62 3.19 -0.16
H 0.55 2.27 -1.65
H -1.41 -3.08 -2.67
H -0.27 0.57 3.57
H -1.37 -3.59 -4.32
H 0.03 -2.71 -3.65
H -0.57 3.57 -1.34
H 0.04 1.78 4.87
H 1.29 1.25 3.78
H -0.71 2.03 -0.45
```

Properties
Maximum force (hartree/bohr): 0.0915
Energy relative to the best compared isomer or geometry (same formula, charge and spin) (eV): 4.476
Molar mass (g mol⁻¹): 177.44
HOMO-LUMO gap (eV): 5.62
Charge: -2
E_tot (Eh): -101.5734

[2]
DFT (ωB97M-V/def2-TZVPD) results for one molecule with the formula C10H12ClP.

Structure (XYZ):
```
24
Properties=species:S:1:pos:R:3
Cl -4.38 -1.60 0.05
P -3.96 1.37 0.02
C 0.69 0.11 -0.07
C -1.29 -2.06 -0.42
C -0.02 2.70 0.35
C 1.07 -1.30 -0.20
C -1.10 1.77 -0.01
C -2.36 2.30 -0.11
C -3.39 -0.21 -0.06
C 0.01 -2.25 0.38
C -1.61 -0.62 -0.31
C -0.79 0.39 -0.19
H 1.17 0.72 -0.78
H 1.09 -1.52 -1.27
H 1.10 0.52 0.83
H -0.22 -1.68 1.25
H 0.45 -3.18 0.53
H 0.19 2.54 1.47
H -1.10 -2.46 -1.43
H 1.01 2.62 -0.15
H -2.58 3.33 -0.11
H -2.21 -2.57 0.06
H 2.04 -1.66 0.18
H -0.30 3.78 0.09
```

Properties
SMILES string: Cc1cpc(Cl)c2c1CCCC2
Maximum force (hartree/bohr): 0.1322
Energy relative to the best compared isomer or geometry (same formula, charge and spin) (eV): 2.079
Molar mass (g mol⁻¹): 198.63
HOMO-LUMO gap (eV): 8.76
E_tot (Eh): -1189.6756

It is found that the HOMO level values, taken in the order of the records, are -2.595; -8.475 eV.